(1)
{
  "formula": "C10H15BF4O6",
  "method": "wB97M-V/def2-TZVPD",
  "elements": ["F", "F", "F", "F", "O", "O", "O", "O", "O", "O", "C", "C", "C", "C", "C", "C", "C", "C", "C", "C", "B", "H", "H", "H", "H", "H", "H", "H", "H", "H", "H", "H", "H", "H", "H", "H"],
  "xyz": [[-3.717, -0.202, -2.356], [-6.248, 0.937, -1.515], [-3.844, -0.904, -0.002], [-5.302, 1.281, 0.774], [1.882, -0.838, -1.339], [3.111, -2.452, -0.357], [0.991, 2.632, 1.958], [-0.616, 3.169, 0.419], [-0.655, 1.159, 1.513], [2.739, -0.486, 0.755], [-3.776, 0.248, -0.943], [-5.068, 1.279, -0.688], [-0.138, 2.389, 1.225], [2.138, -1.836, -2.316], [0.929, -2.041, -3.205], [2.592, -1.196, -0.225], [0.347, 0.471, 2.239], [1.079, 1.589, 2.917], [2.460, -3.032, -1.472], [2.526, 1.257, 3.219], [-2.427, 1.182, -0.594], [-1.673, 1.447, -1.456], [1.572, -3.564, -1.113], [-0.096, -0.231, 2.950], [-4.674, 2.368, -0.971], [3.032, 2.122, 3.662], [3.074, 1.013, 2.302], [0.966, -0.086, 1.526], [2.602, 0.413, 3.911], [0.564, 1.919, 3.827], [3.000, -1.515, -2.912], [1.097, -2.851, -3.921], [0.701, -1.124, -3.758], [0.038, -2.275, -2.610], [-2.322, 1.498, 0.542], [3.117, -3.741, -1.985]],
  "forces_ev_per_angstrom": [[-0.7, 0.6, 3.6], [3.1, 1.0, 2.9], [-0.1, 2.5, -2.8], [0.0, -0.1, -4.2], [0.6, 0.0, 1.4], [-0.2, 1.1, 0.6], [-1.2, 0.1, -0.9], [1.1, -1.4, 1.8], [0.5, 0.9, -0.1], [0.0, -1.7, -2.3], [-0.2, -0.1, 0.0], [0.4, -0.4, 0.0], [-0.5, 1.7, -1.4], [-0.7, -0.5, -1.3], [-0.3, 0.4, 0.0], [0.3, 1.1, 1.3], [0.1, -1.1, 0.4], [1.1, -0.6, 0.8], [0.2, -0.9, -0.4], [0.5, 0.5, -0.1], [-1.5, -1.3, 0.3], [0.0, 0.0, -0.1], [0.0, 0.1, -0.2], [-0.2, 0.2, -0.1], [-1.4, -2.3, 0.6], [-0.2, -0.1, 0.1], [-0.3, 0.0, 0.3], [-0.1, 0.3, 0.4], [-0.1, 0.1, -0.1], [-0.1, 0.0, -0.1], [0.0, -0.1, 0.1], [0.1, 0.1, 0.1], [0.1, -0.2, 0.0], [0.2, -0.1, 0.0], [-0.8, 0.1, -0.8], [0.0, 0.2, 0.3]],
  "mulliken_charge": [-0.303, -0.265, -0.290, -0.244, -0.285, -0.302, -0.377, -0.563, -0.409, -0.613, 0.624, 0.272, 0.680, 0.522, -1.435, 0.558, 0.323, 0.462, -0.529, -1.352, 0.289, -0.060, 0.319, 0.408, 0.181, 0.362, 0.285, -0.465, 0.369, 0.264, 0.260, 0.381, 0.353, 0.336, -0.067, 0.312],
  "e_homo_ha": -0.391,
  "smiles": "C[C@@H]1COC(=O)O1.C[C@@H]1COC(=O)O1.BC(F)(F)C(F)F",
  "orbital_gap_ha": 0.377,
  "spin_multiplicity": 1,
  "charge": 0
}


(2)
{
  "formula": "C10H15BO3",
  "method": "wB97M-V/def2-TZVPD",
  "elements": ["O", "O", "O", "C", "C", "C", "C", "C", "C", "C", "C", "C", "C", "B", "H", "H", "H", "H", "H", "H", "H", "H", "H", "H", "H", "H", "H", "H", "H"],
  "xyz": [[2.298, -1.091, -0.504], [-1.243, 2.129, -0.594], [4.177, 0.079, 0.435], [-4.247, -1.942, -0.265], [-3.117, -0.010, -1.040], [3.159, -2.030, -1.104], [-4.100, -1.021, -1.261], [-3.714, -1.718, 0.980], [4.809, 1.105, 1.154], [-0.599, 3.263, -0.465], [-2.795, -0.715, 1.240], [-1.527, 1.264, 0.289], [-2.432, 0.119, 0.194], [2.847, 0.004, 0.156], [-2.442, -0.485, 2.194], [4.936, 0.837, 2.179], [-4.733, -1.118, -2.080], [-2.902, 0.859, -1.627], [3.878, -1.611, -1.689], [4.182, 2.039, 1.159], [2.013, 0.706, 0.508], [-3.918, -2.493, 1.665], [2.478, -2.775, -1.766], [5.947, 1.287, 0.713], [3.628, -2.671, -0.405], [-1.243, 1.506, 1.261], [-0.268, 3.638, 0.470], [-0.311, 3.704, -1.411], [-4.762, -2.858, -0.387]],
  "forces_ev_per_angstrom": [[0.9, 1.1, 0.3], [-0.2, 0.2, -2.4], [-0.1, -0.4, -0.5], [0.1, 0.1, 0.6], [-1.1, -0.7, 0.6], [-3.9, -3.0, -0.7], [2.5, 1.7, 1.0], [1.2, -0.2, 0.0], [1.8, 1.6, -1.3], [0.2, 0.6, -1.2], [-0.7, 0.0, -1.0], [-1.2, -2.4, 2.5], [-0.3, 1.2, -2.4], [-0.1, -1.9, -0.3], [0.6, -0.1, 1.6], [0.1, -0.5, 0.7], [-0.5, 0.2, -1.8], [-0.4, -0.1, -1.2], [1.9, 1.4, -1.8], [0.9, -0.6, -0.3], [-0.5, 1.3, 0.5], [-0.2, -0.4, 1.3], [1.5, 1.9, 1.3], [-3.1, -0.3, 0.9], [0.5, -0.5, 1.0], [0.8, 0.4, 1.7], [0.1, -0.1, 0.8], [-0.2, 0.0, 0.2], [-0.9, -0.6, -0.3]],
  "mulliken_charge": [-0.389, -0.239, -0.443, -0.429, -0.440, -0.721, -0.656, -0.486, -0.618, -0.524, -0.580, -0.358, 0.705, 0.780, 0.416, 0.266, 0.427, 0.409, 0.358, 0.281, -0.212, 0.351, 0.198, 0.188, 0.313, 0.418, 0.315, 0.261, 0.409],
  "e_homo_ha": [-0.272, -0.247],
  "orbital_gap_ha": [0.284, 0.266],
  "spin_multiplicity": 1,
  "relative_energy_kj_mol": 245.36,
  "charge": 0
}


(3)
{
  "formula": "C10H15ClFLaRu",
  "method": "wB97M-V/def2-TZVPD",
  "elements": ["La", "Ru", "Cl", "F", "C", "C", "C", "C", "C", "C", "C", "C", "C", "C", "H", "H", "H", "H", "H", "H", "H", "H", "H", "H", "H", "H", "H", "H", "H"],
  "xyz": [[-0.183, -0.170, -0.058], [-1.926, 2.179, 1.180], [-1.713, -0.041, 2.189], [4.429, -4.893, -1.150], [-2.925, 3.458, -0.084], [1.519, -2.037, -0.371], [2.651, -4.097, 0.224], [3.445, -3.962, -0.909], [1.709, -3.080, 0.517], [-2.493, 2.654, 3.169], [3.260, -2.920, -1.815], [2.300, -1.926, -1.507], [-0.115, 2.412, 0.679], [-0.844, 0.151, -2.299], [-2.797, 3.692, 3.427], [-1.698, -0.559, -2.327], [-1.176, 1.175, -2.522], [0.700, 2.029, 1.288], [2.779, -4.961, 0.885], [-3.167, 4.447, 0.343], [-1.640, 2.378, 3.840], [2.177, -1.077, -2.199], [0.480, 2.680, -0.220], [1.119, -3.151, 1.437], [-2.368, 3.620, -1.026], [-3.899, 3.004, -0.376], [-0.109, -0.132, -3.060], [-3.361, 2.014, 3.485], [3.845, -2.887, -2.739]],
  "forces_ev_per_angstrom": [[0.6, 0.4, 1.0], [-2.8, 0.9, 0.6], [-0.5, -1.7, 0.5], [-0.5, 0.3, 0.0], [-1.5, 0.3, -1.5], [-0.5, 1.3, 0.7], [-0.1, 0.2, 0.5], [-0.4, 0.2, -0.1], [0.9, -1.4, -0.6], [-0.2, 0.3, 2.1], [0.0, 0.3, 0.0], [0.9, -1.2, -0.5], [3.6, -0.5, -1.4], [-0.5, 0.3, -1.3], [0.3, -0.3, -0.3], [0.1, 0.3, -0.4], [-0.2, -0.2, 0.0], [0.7, 0.0, 1.2], [0.1, 0.3, -0.2], [0.2, -0.3, 0.1], [-0.6, 0.2, -0.2], [0.1, -0.4, 0.2], [-0.6, 0.4, -0.3], [0.2, -0.1, -0.3], [-0.1, 0.0, 0.3], [0.3, 0.3, 0.0], [-0.1, -0.2, -0.1], [0.7, 0.3, -0.4], [0.0, 0.0, 0.4]],
  "mulliken_charge": [1.427, 0.174, -0.567, -0.313, -1.142, -0.618, -0.500, 0.289, -0.108, -1.093, -0.577, -0.061, -1.491, -1.391, 0.302, 0.296, 0.314, 0.556, 0.349, 0.314, 0.253, 0.222, 0.519, 0.308, 0.260, 0.291, 0.360, 0.275, 0.353],
  "e_homo_ha": [-0.068, -0.176],
  "orbital_gap_ha": [0.162, 0.264],
  "spin_multiplicity": 6,
  "relative_energy_kj_mol": 0.00,
  "charge": -1
}


| no. | DFT total energy (eV) |
| --- | --- |
| 1 | -34441.5856 |
| 2 | -17428.8229 |
| 3 | -29288.9937 |